DFT (the ωB97M-V functional and the def2-TZVPD basis) results for a cluster of 3 separate species, C12H19N3O4 in total.

```
38
Properties=species:S:1:pos:R:3:nbo_charge:R:1
C 3.266 1.544 2.738 -0.237
C 3.253 1.287 1.297 -0.217
C 4.595 1.332 0.414 -0.166
C 5.902 2.055 1.073 0.055
C 5.798 2.326 2.704 -0.172
C 4.441 1.897 3.422 -0.217
N 6.922 2.547 0.289 0.447
O 7.322 1.670 -0.635 -0.440
O 7.546 3.426 0.692 -0.288
H 2.273 1.380 3.230 0.232
H 2.146 1.015 0.842 0.238
H 4.457 0.977 -0.735 0.268
H 6.833 2.732 3.058 0.263
H 4.301 2.012 4.542 0.235
C -2.548 -3.688 -2.550 0.515
O -2.097 -4.502 -3.376 -0.636
N -3.690 -3.107 -2.917 -0.432
C -4.097 -1.882 -2.197 -0.404
C -4.470 -3.280 -4.057 -0.421
H -2.235 -3.474 -1.489 0.167
H -3.685 -1.079 -2.272 0.177
H -4.152 -1.882 -1.206 0.207
H -5.119 -1.595 -2.356 0.193
H -4.565 -2.311 -4.650 0.189
H -5.503 -3.622 -3.973 0.200
H -4.025 -4.096 -4.769 0.244
C -2.018 -0.819 1.067 0.527
O -1.672 -1.552 0.146 -0.634
N -2.011 0.514 1.093 -0.429
C -2.331 1.349 2.222 -0.414
C -1.465 1.225 -0.135 -0.399
H -2.258 -1.149 2.070 0.104
H -1.829 0.984 3.086 0.203
H -3.437 1.258 2.406 0.202
H -2.132 2.440 2.056 0.224
H -1.066 2.268 0.056 0.205
H -2.165 1.216 -0.811 0.190
H -0.485 0.586 -0.375 0.222
```

The SMILES is O=[N+]([O-])c1ccccc1.CN(C)C=O.CN(C)C=O. Its energy above the lowest of the compared OMol25 structures with the same formula, charge and spin is 1259.8 kJ/mol. For the orbital gap, the calculation gives 7.6 eV. As for the highest occupied orbital energy: -0.328 Ha. As for the LUMO energy: -1.36 eV.

=====

DFT (the ωB97M-V functional and the def2-TZVPD basis) results for a structure of composition C49H38BrN2O6P2RbSi.

```
100
Properties=species:S:1:pos:R:3:mulliken_charge:R:1
Rb 0.699 -1.519 -0.192 1.056
C 1.535 0.790 -2.379 -1.552
Si 0.383 1.549 -1.026 1.856
C -0.692 2.662 -2.182 0.350
C -0.652 4.006 -2.544 -1.060
C -1.587 4.537 -3.428 -0.738
C -2.575 3.729 -3.971 -0.805
C -2.659 2.390 -3.595 -0.406
C -1.741 1.874 -2.689 -0.295
P -1.787 0.207 -1.913 0.587
C -2.710 0.610 -0.376 0.644
C -2.483 -0.152 0.772 -0.051
C -3.143 0.126 1.957 -0.352
C -4.058 1.170 2.017 -0.576
C -4.307 1.921 0.880 -1.019
C -3.642 1.645 -0.307 -0.079
C -3.191 -0.565 -2.893 0.302
C -2.919 -0.892 -4.229 -0.212
C -3.779 -1.684 -4.969 -0.754
C -4.933 -2.194 -4.385 -0.435
C -5.215 -1.890 -3.062 -0.751
C -4.355 -1.086 -2.325 -0.609
C 1.680 2.697 -0.183 0.227
C 2.376 3.730 -0.808 -0.389
C 3.310 4.495 -0.123 -1.068
C 3.563 4.235 1.217 -0.990
C 2.902 3.196 1.857 -0.627
C 1.984 2.417 1.157 0.575
P 1.018 1.047 1.916 2.328
C -0.103 2.300 2.778 0.400
C -1.142 2.842 2.017 0.310
C -1.955 3.850 2.511 -0.636
C -1.761 4.338 3.796 -0.792
C -0.743 3.805 4.573 -0.597
C 0.077 2.804 4.067 -0.689
C 1.936 0.506 3.415 0.583
C 3.319 0.530 3.570 -1.006
C 3.919 -0.038 4.684 -0.698
C 3.152 -0.664 5.655 -0.600
C 1.774 -0.719 5.502 -0.609
C 1.177 -0.138 4.395 -1.055
H 2.063 1.565 -2.941 0.388
H 0.983 0.167 -3.089 0.325
H 2.290 0.169 -1.895 0.371
H 0.111 4.654 -2.127 0.368
H -1.546 5.588 -3.698 0.379
H -3.295 4.144 -4.668 0.340
H -3.454 1.769 -3.989 0.375
H -1.785 -0.979 0.719 -0.150
H -2.956 -0.478 2.836 0.159
H -4.562 1.401 2.948 0.323
H -5.017 2.742 0.916 0.352
H -3.851 2.242 -1.187 0.424
H -2.005 -0.518 -4.680 0.423
H -3.544 -1.925 -5.999 0.363
H -5.596 -2.838 -4.952 0.358
H -6.113 -2.284 -2.598 0.373
H -4.593 -0.851 -1.294 0.279
H 2.197 3.934 -1.860 0.458
H 3.842 5.295 -0.629 0.387
H 4.279 4.839 1.764 0.391
H 3.097 3.003 2.905 0.490
H -1.310 2.467 1.012 -0.372
H -2.745 4.252 1.888 0.465
H -2.397 5.125 4.187 0.353
H -0.579 4.181 5.577 0.413
H 0.875 2.422 4.691 0.305
H 3.931 0.966 2.793 0.474
H 4.998 -0.010 4.789 0.354
H 3.627 -1.127 6.513 0.322
H 1.163 -1.227 6.240 0.367
H 0.099 -0.186 4.274 0.459
O 6.948 -2.359 -2.185 -0.574
C 5.619 -2.433 -1.858 1.102
C 4.696 -3.013 -2.714 -0.509
C 3.367 -3.069 -2.320 -0.186
N 2.963 -2.585 -1.151 0.198
C 3.847 -1.998 -0.345 0.671
C 5.196 -1.907 -0.646 -0.715
C 3.195 -1.380 0.891 -0.245
O 3.051 -2.086 1.894 -0.753
O 2.769 -0.210 0.683 -0.516
C 2.304 -3.702 -3.255 -0.104
O 2.763 -4.296 -4.251 -0.831
O 1.111 -3.537 -2.913 -0.604
H 7.044 -2.727 -3.067 0.279
H 4.972 -3.426 -3.677 0.416
H 5.894 -1.430 0.030 0.511
O -1.940 -7.806 0.272 -0.575
C -1.610 -6.492 0.367 1.088
C -0.951 -5.816 -0.652 -0.956
C -0.668 -4.475 -0.486 -0.552
N -0.998 -3.794 0.616 -0.159
C -1.604 -4.465 1.572 -0.002
Br -2.025 -3.476 3.137 -0.185
C -1.946 -5.803 1.525 -0.521
H -1.625 -8.135 -0.575 0.304
H -0.650 -6.325 -1.560 0.345
H -0.156 -3.934 -1.277 0.528
H -2.450 -6.291 2.346 0.457
```

Its energy above the lowest of the compared OMol25 structures with the same formula, charge and spin is 106.9 kJ/mol. For the orbital gap, the calculation gives 4.2 eV. As for the highest occupied orbital energy: -0.025 Ha. Its total charge is -2. As for the LUMO energy: 3.55 eV.

=====

DFT (the ωB97M-V functional and the def2-TZVPD basis) results for a structure of composition C10H12FeNO3.

```
27
Properties=species:S:1:pos:R:3:lowdin_spin:R:1
O 1.398 -2.445 0.970 -0.018
C 1.188 -1.353 0.728 0.027
Fe 0.743 0.421 0.335 3.015
C 2.019 1.101 1.561 0.034
O 2.761 1.532 2.309 -0.018
C 2.029 0.531 -1.052 0.034
O 2.779 0.612 -1.905 -0.019
C -0.940 0.599 1.607 0.198
C -1.314 -0.377 0.495 0.110
C -0.924 0.053 -0.915 0.200
C -0.483 1.344 -1.154 0.043
C -0.271 2.265 -0.071 0.231
C -0.496 1.876 1.295 0.042
H -1.097 0.313 2.650 0.007
H -1.006 -1.416 0.722 0.025
H -2.424 -0.419 0.496 0.066
H -1.066 -0.641 -1.747 0.007
H -0.262 1.662 -2.178 0.000
H 0.059 3.282 -0.289 0.012
H -0.285 2.588 2.098 0.000
C -4.342 -1.714 4.024 0.000
N -3.457 -2.287 3.038 0.001
H -4.440 -2.379 4.882 0.000
H -3.982 -0.747 4.380 0.000
H -5.340 -1.575 3.606 0.000
H -3.349 -1.678 2.236 0.001
H -2.530 -2.457 3.417 0.000
```

As for the expectation value of S²: 6.13. For the orbital gap (alpha / beta), the calculation gives 7.6 / 5.6 eV. As for the highest occupied orbital energy (alpha / beta): -0.416 / -0.435 Ha. Its spin multiplicity is 5. Its total charge is +1. As for the LUMO energy (alpha / beta): -3.71 / -6.27 eV.

=====

DFT (the ωB97M-V functional and the def2-TZVPD basis) results for a structure of composition C3H8NS.

```
13
Properties=species:S:1:pos:R:3:nbo_charge:R:1
C 1.869 -1.556 -0.387 -0.378
C -0.403 0.973 0.113 0.231
C -1.294 -0.003 -0.546 -0.733
N -0.363 1.308 1.449 -0.706
S 1.661 0.002 -0.671 0.275
H 1.044 -2.149 -0.060 0.204
H 2.703 -2.138 -0.604 0.232
H -0.037 1.661 -0.583 0.214
H -2.377 0.006 -0.352 0.279
H -1.051 -1.146 -0.548 0.263
H -1.126 0.178 -1.607 0.254
H -0.872 0.802 2.200 0.445
H 0.248 2.061 1.596 0.420
```

Its energy above the lowest of the compared OMol25 structures with the same formula, charge and spin is 147.2 kJ/mol. For the orbital gap, the calculation gives 8.6 eV. As for the highest occupied orbital energy: -0.509 Ha. Its total charge is +1. As for the LUMO energy: -5.21 eV.

=====

no.,maximum force (eV/A),electronic energy (eV)
1,11.19,-25400.3860
2,1.58,-163851.0550
3,4.78,-52572.8649
4,4.12,-15557.1343